Formula: C73H64N2OP2Pt
Source: OMol25
Level of theory: ωB97M-V/def2-TZVPD

The energy above the lowest of the compared OMol25 structures with the same formula, charge and spin comes out at 10.3 kcal per mole. Its frontier orbital gap (spin up / spin down) is 0.2436 / 0.1981 Eh. For the total energy, the calculation gives -3806.77958 a.u. The multiplicity is 5. The value obtained for the molecular weight is 1242.4 g/mol.

Each line ends with the Löwdin charge.
Cartesian coordinates (Å):
1 Pt -1.002 -1.197 0.132  0.90
2 C 5.926 4.746 0.536  -0.04
3 C 4.659 4.013 0.983  -0.42
4 C 4.491 4.196 2.508  -0.01
5 C 4.733 2.516 0.687  -0.09
6 C 5.938 1.820 0.668  -0.02
7 C 5.954 0.449 0.475  -0.06
8 C 4.761 -0.240 0.298  -0.08
9 C 3.535 0.407 0.306  -0.25
10 P 1.841 -0.351 0.009  1.16
11 C 1.982 -2.255 0.505  -0.49
12 C 2.312 -2.223 1.959  -0.11
13 C 3.387 -2.853 2.498  -0.09
14 C 4.294 -3.576 1.687  -0.08
15 C 4.094 -3.589 0.302  -0.12
16 C 3.032 -2.952 -0.278  -0.09
17 C 1.820 -0.297 -1.835  -0.34
18 C 2.922 0.000 -2.639  -0.07
19 C 2.774 0.158 -4.013  -0.08
20 C 1.526 0.042 -4.606  -0.11
21 C 0.417 -0.243 -3.820  -0.08
22 C 0.570 -0.411 -2.454  -0.15
23 C 3.565 1.789 0.503  -0.21
24 O 2.351 2.424 0.462  -0.02
25 C 2.318 3.744 0.108  -0.21
26 C 1.138 4.193 -0.469  -0.28
27 C 1.045 5.528 -0.844  -0.07
28 C 2.120 6.383 -0.665  -0.06
29 C 3.297 5.899 -0.105  -0.02
30 C 3.419 4.573 0.293  -0.09
31 P -0.257 2.997 -0.742  1.17
32 C -0.449 3.211 -2.559  -0.34
33 C -1.656 3.266 -3.254  -0.10
34 C -1.679 3.243 -4.645  -0.08
35 C -0.501 3.136 -5.364  -0.09
36 C 0.710 3.069 -4.685  -0.10
37 C 0.734 3.106 -3.301  -0.10
38 C -1.534 4.014 0.119  -0.35
39 C -1.390 4.009 1.510  -0.11
40 C -2.286 4.679 2.327  -0.08
41 C -3.349 5.376 1.763  -0.09
42 C -3.487 5.413 0.386  -0.09
43 C -2.586 4.738 -0.433  -0.09
44 H 6.805 4.354 1.045  0.07
45 H 5.869 5.803 0.792  0.08
46 H 6.075 4.653 -0.542  0.10
47 H 5.338 3.751 3.038  0.09
48 H 3.577 3.708 2.854  0.09
49 H 4.433 5.258 2.760  0.09
50 H 6.873 2.345 0.794  0.10
51 H 6.895 -0.089 0.457  0.11
52 H 4.798 -1.299 0.145  0.08
53 H 1.593 -1.734 2.609  0.08
54 H 3.536 -2.821 3.573  0.10
55 H 5.136 -4.094 2.127  0.10
56 H 4.807 -4.105 -0.333  0.11
57 H 2.965 -2.928 -1.357  0.10
58 H 3.904 0.113 -2.197  0.10
59 H 3.642 0.377 -4.622  0.10
60 H 1.416 0.175 -5.677  0.11
61 H -0.565 -0.316 -4.279  0.10
62 H -0.273 -0.649 -1.789  0.00
63 H 0.121 5.889 -1.282  0.11
64 H 2.049 7.421 -0.964  0.10
65 H 4.131 6.576 0.019  0.10
66 H -2.595 3.297 -2.719  0.07
67 H -2.629 3.296 -5.164  0.10
68 H -0.523 3.099 -6.447  0.10
69 H 1.638 2.975 -5.235  0.11
70 H 1.688 3.049 -2.785  0.11
71 H -0.558 3.471 1.959  0.11
72 H -2.164 4.645 3.403  0.11
73 H -4.062 5.893 2.396  0.10
74 H -4.305 5.964 -0.062  0.10
75 H -2.707 4.802 -1.504  0.08
76 N -0.102 0.195 2.570  0.08
77 C -1.147 0.462 3.450  -0.26
78 C -0.913 0.245 4.814  -0.04
79 C -1.871 0.511 5.768  -0.10
80 C -3.089 1.037 5.361  -0.10
81 C -3.335 1.219 4.014  -0.05
82 C -2.413 0.899 3.003  -0.12
83 C -2.816 1.009 1.556  -0.17
84 C -4.099 1.504 1.263  -0.04
85 C -4.599 1.615 -0.026  -0.08
86 C -3.809 1.273 -1.108  -0.09
87 C -2.519 0.824 -0.861  -0.22
88 C -2.048 0.616 0.436  -0.24
89 H 0.011 0.837 1.798  0.02
90 H 0.782 0.042 3.032  0.07
91 H 0.062 -0.127 5.113  0.11
92 H -1.666 0.326 6.815  0.10
93 H -3.847 1.300 6.088  0.10
94 H -4.296 1.628 3.755  0.09
95 H -4.759 1.800 2.059  0.09
96 H -5.605 1.987 -0.179  0.11
97 H -4.175 1.355 -2.125  0.11
98 H -1.868 0.651 -1.711  0.06
99 C -4.260 -3.804 -3.941  -0.08
100 C -4.871 -4.267 -2.781  -0.07
101 C -4.537 -3.732 -1.550  -0.02
102 C -3.575 -2.709 -1.454  -0.30
103 C -2.964 -2.257 -2.633  -0.03
104 C -3.305 -2.795 -3.857  -0.07
105 N -3.108 -2.231 -0.246  0.08
106 C -3.947 -2.159 0.840  -0.28
107 C -3.398 -2.238 2.136  -0.02
108 C -4.204 -2.138 3.250  -0.07
109 C -5.576 -1.951 3.109  -0.07
110 C -6.135 -1.848 1.838  -0.07
111 C -5.338 -1.945 0.715  -0.02
112 H -4.506 -4.243 -4.900  0.10
113 H -5.602 -5.065 -2.833  0.11
114 H -4.967 -4.141 -0.645  0.12
115 H -2.217 -1.477 -2.561  0.08
116 H -2.814 -2.436 -4.754  0.11
117 H -2.330 -2.388 2.234  0.09
118 H -3.759 -2.191 4.237  0.11
119 H -6.204 -1.863 3.987  0.10
120 H -7.199 -1.682 1.726  0.11
121 H -5.764 -1.810 -0.270  0.12
122 C -1.131 -4.674 -0.165  -0.04
123 C 0.273 -4.103 -0.454  -0.48
124 C 0.342 -3.916 -1.974  -0.05
125 C 0.483 -2.780 0.356  -0.26
126 C 1.234 -5.202 0.040  -0.19
127 C 1.250 -5.558 1.389  -0.04
128 C 2.022 -6.613 1.851  -0.08
129 C 2.803 -7.349 0.969  -0.10
130 C 2.795 -7.012 -0.376  -0.09
131 C 2.014 -5.959 -0.832  -0.05
132 H -1.864 -4.223 -0.817  0.04
133 H -1.436 -4.519 0.874  0.08
134 H -1.135 -5.748 -0.361  0.10
135 H -0.331 -3.106 -2.256  0.05
136 H 0.005 -4.826 -2.481  0.09
137 H 1.334 -3.671 -2.351  0.07
138 H 0.199 -3.034 1.380  0.05
139 H 0.636 -5.013 2.098  0.11
140 H 2.001 -6.872 2.903  0.10
141 H 3.401 -8.180 1.324  0.10
142 H 3.388 -7.581 -1.084  0.10
143 H 2.022 -5.729 -1.891  0.10